Entry 1:
{
  "formula": "C18H17N6OS2Sc",
  "method": "ωB97M-V with the def2-TZVPD basis set",
  "species": ["N", "H", "H", "H", "N", "H", "H", "C", "S", "Sc", "C", "N", "O", "C", "H", "N", "H", "H", "N", "C", "C", "H", "C", "H", "C", "H", "H", "H", "H", "C", "H", "C", "C", "C", "C", "C", "H", "N", "C", "C", "C", "C", "H", "S", "C"],
  "positions_angstrom": [[2.533, 7.478, 0.149], [-2.336, -2.452, 2.296], [-3.512, -1.232, -4.622], [-2.416, 0.969, -4.558], [2.244, 5.606, 1.742], [2.229, -2.158, 4.141], [-2.745, -0.710, -0.012], [-1.337, -2.389, 2.708], [-0.414, 2.512, -2.478], [1.564, 1.167, 1.427], [-1.847, 0.077, -4.323], [-0.368, 0.486, 0.818], [1.794, -0.615, 2.119], [-2.467, -1.161, -4.351], [1.963, 2.514, 4.102], [1.846, 3.227, 1.480], [-2.234, -3.276, -4.053], [1.205, 1.075, 4.351], [-0.804, 1.214, -0.308], [0.211, -0.960, -3.669], [1.217, -2.215, 3.760], [1.257, -0.884, -3.401], [-0.501, 0.192, -3.981], [-0.113, 2.169, -4.753], [-0.409, -2.204, -3.693], [-1.988, -2.319, 0.144], [1.240, 1.461, -3.878], [-1.401, -1.134, -1.043], [2.795, 1.096, 4.043], [2.393, 6.574, 0.852], [-1.733, -3.814, 4.256], [-0.846, -0.700, 0.963], [2.038, 4.392, 1.534], [-1.804, -1.265, -0.038], [-1.749, -2.308, -4.031], [0.154, 1.544, -3.900], [0.565, -3.662, 5.185], [1.918, 1.547, 3.801], [-0.420, -1.510, 2.124], [0.140, 1.468, -1.155], [0.284, -3.061, 4.329], [-1.004, -3.152, 3.810], [0.161, -3.092, -3.450], [1.810, 0.932, -1.097], [0.883, -1.427, 2.657]],
  "fmax_ha_per_bohr": 0.013,
  "energy_ev": -72304.0636
}


Entry 2:
{
  "formula": "C15H46O10",
  "method": "ωB97M-V with the def2-TZVPD basis set",
  "species": ["C", "H", "H", "H", "H", "H", "H", "O", "C", "C", "C", "H", "H", "H", "O", "H", "C", "H", "H", "H", "H", "C", "O", "H", "H", "O", "H", "H", "H", "H", "C", "H", "H", "H", "H", "C", "C", "O", "C", "H", "O", "H", "O", "H", "C", "O", "H", "H", "C", "C", "H", "H", "C", "H", "H", "H", "H", "H", "H", "O", "H", "H", "H", "H", "C", "H", "H", "H", "H", "O", "H"],
  "positions_angstrom": [[-1.610, 1.799, -2.359], [-2.935, -3.312, -1.349], [2.588, 2.535, -1.105], [-2.510, 3.831, -3.966], [0.119, 2.650, -2.775], [-2.129, 3.470, -1.210], [-4.594, -2.831, -1.241], [-4.087, -0.263, -0.613], [3.523, 2.028, -1.364], [-3.771, 1.389, 2.228], [0.004, -2.849, 2.636], [2.072, -3.579, 2.603], [4.161, 2.010, -0.486], [0.798, -1.472, -4.401], [-2.045, 4.091, -3.163], [-0.425, -3.720, 3.138], [3.695, -1.121, 3.864], [-1.026, -1.544, -2.764], [-0.564, -3.182, -3.268], [1.254, 1.348, 0.911], [1.390, -0.837, -2.896], [3.179, 0.044, 3.062], [-3.502, 2.020, 0.964], [-1.792, 1.389, -3.360], [0.730, -3.497, 0.158], [0.003, -2.618, -1.349], [4.566, -0.910, 4.492], [-4.096, 2.125, 2.969], [-0.526, -1.777, 4.201], [-2.199, -0.150, 2.104], [1.047, -1.755, -3.376], [-0.050, 0.536, -1.024], [1.722, -2.240, 1.530], [5.063, 2.130, -2.847], [-2.204, -1.041, -0.555], [1.311, -3.176, 1.934], [-3.226, -1.393, -0.400], [4.350, 4.031, -2.392], [-3.593, -2.442, -1.428], [3.189, 1.022, -1.634], [1.098, -4.067, 0.851], [3.456, 2.456, -3.455], [4.179, 0.585, 2.205], [-3.484, -2.057, -2.440], [-2.547, 0.666, 2.742], [0.148, -0.070, -0.293], [0.189, -1.735, -0.967], [4.505, 4.479, -3.228], [0.363, 0.713, 0.859], [-0.233, -2.300, -2.724], [2.363, -0.314, 2.439], [2.981, -1.591, 4.542], [4.127, 2.652, -2.610], [1.802, -2.532, -3.283], [-3.831, 0.436, 0.010], [-4.610, 0.706, 2.092], [4.554, 1.372, 2.605], [-1.735, 1.384, 2.852], [-2.714, 0.155, 3.694], [-0.225, 2.017, -2.136], [-3.467, 2.935, -2.161], [2.758, 0.829, 3.700], [-0.463, 1.415, 1.025], [-0.722, -2.579, 1.854], [-2.385, 3.094, -2.206], [-3.092, 2.865, 1.172], [-2.019, 1.119, -1.610], [3.999, -1.898, 3.157], [0.355, 0.065, 1.735], [0.134, -1.729, 3.508], [-3.366, -1.809, 0.601]],
  "fmax_ha_per_bohr": 0.027,
  "energy_ev": -36773.4449,
  "smiles": "OCCO.OCCO.CCO.CCO.CCO.CCO.CCO.CO"
}


Entry 3:
{
  "formula": "C8H10BFO4",
  "method": "ωB97M-V with the def2-TZVPD basis set",
  "species": ["C", "C", "C", "C", "H", "O", "H", "H", "H", "H", "H", "C", "O", "H", "H", "O", "C", "F", "O", "H", "H", "B", "C", "C"],
  "positions_angstrom": [[0.815, -2.543, 0.531], [-0.610, -0.566, -1.663], [1.386, 2.453, -2.247], [-0.486, -1.866, -1.404], [1.154, 3.416, -1.705], [-1.325, 1.850, 2.051], [-1.890, 2.193, 2.639], [-3.210, 0.253, 2.612], [-1.388, -2.589, -1.452], [1.424, -3.023, 1.221], [1.147, -3.226, -1.525], [-0.063, -1.626, 1.303], [0.273, 1.640, -1.793], [-0.848, -2.044, 1.835], [0.517, 0.256, 0.753], [1.725, -0.125, -1.623], [-0.241, -0.307, 1.205], [-1.799, -0.005, -2.122], [-2.564, -0.219, 2.169], [1.360, 2.414, -3.363], [2.197, 1.811, -1.842], [-1.422, 0.420, 1.909], [0.591, 0.350, -1.680], [0.659, -2.628, -0.773]],
  "fmax_ha_per_bohr": 0.119,
  "energy_ev": -20041.2251,
  "smiles": "COC(=O)\\C(F)=C/C=C\\C=C\\B(O)O"
}


Entry 4:
{
  "formula": "CH3BrNO2S",
  "method": "ωB97M-V with the def2-TZVPD basis set",
  "species": ["C", "O", "H", "O", "H", "H", "S", "N", "Br"],
  "positions_angstrom": [[-1.182, -0.153, -0.653], [1.489, -0.163, -1.012], [-1.618, 0.765, -0.901], [0.604, -1.307, 1.131], [-1.255, -1.029, -1.290], [1.848, 1.692, 0.528], [0.867, -0.079, 0.297], [1.624, 1.014, 1.242], [-2.376, -0.739, 0.659]],
  "total_charge": -1,
  "fmax_ha_per_bohr": 0.063,
  "energy_ev": -87547.4024,
  "smiles": "N=[S@@](=O)([O-])CBr"
}


Entry 5:
{
  "formula": "C4H10NO",
  "method": "ωB97M-V with the def2-TZVPD basis set",
  "species": ["O", "H", "H", "H", "H", "H", "H", "N", "H", "H", "C", "H", "H", "C", "C", "C"],
  "positions_angstrom": [[-1.435, -1.380, -0.640], [0.046, -0.028, -1.481], [2.894, -0.038, 1.575], [1.421, -1.126, -0.263], [0.628, 1.515, -0.944], [-0.650, 0.767, 1.288], [2.454, 0.234, -0.950], [0.271, 0.597, -0.709], [1.138, -0.094, 1.916], [-2.847, -0.434, 0.432], [1.624, -0.078, -0.202], [-1.276, 1.739, 0.186], [1.974, 1.389, 1.370], [-1.905, -0.415, -0.096], [1.905, 0.299, 1.231], [-0.907, 0.703, 0.205]],
  "total_charge": 1,
  "fmax_ha_per_bohr": 0.048,
  "energy_ev": -7839.9705,
  "smiles": "CC[NH2+]CC=O"
}


Entry 6:
{
  "formula": "C43H32BiCl4N4O6Sb2",
  "method": "ωB97M-V with the def2-TZVPD basis set",
  "species": ["Cl", "N", "C", "C", "O", "H", "H", "O", "C", "C", "O", "Cl", "C", "H", "C", "C", "C", "O", "H", "H", "C", "Bi", "C", "H", "N", "H", "H", "H", "C", "H", "H", "C", "N", "C", "H", "H", "C", "H", "H", "Sb", "C", "C", "H", "H", "C", "C", "C", "H", "C", "H", "H", "C", "C", "H", "H", "Cl", "C", "H", "C", "O", "C", "C", "C", "C", "O", "C", "C", "H", "C", "C", "H", "C", "C", "C", "C", "Sb", "H", "C", "H", "C", "C", "C", "C", "H", "N", "Cl", "H", "H", "C", "C", "H", "H"],
  "positions_angstrom": [[2.598, 2.713, 3.112], [3.586, -3.198, 4.808], [1.265, 2.662, 0.756], [-3.475, -0.040, 4.207], [1.596, 1.382, 0.663], [2.013, -7.052, 0.815], [3.197, -4.426, -2.341], [1.883, 1.314, -2.599], [-4.303, -3.420, -2.700], [-6.573, -3.894, -2.059], [-0.423, 1.247, -1.191], [-1.918, 3.819, 2.527], [3.129, -2.198, 4.443], [-0.598, 3.071, -2.064], [-2.353, -0.588, -6.023], [1.846, -3.675, 0.667], [-2.462, 1.049, -3.794], [-1.267, 1.205, 1.537], [5.025, -3.067, -5.616], [-2.492, 1.698, -2.926], [-6.556, -2.795, -1.215], [0.084, -0.128, 0.501], [-2.351, -1.406, 2.578], [1.738, 5.388, 2.738], [2.686, -1.013, 4.078], [-2.743, -2.226, 3.206], [-0.526, -2.809, -3.764], [-5.416, -1.154, -0.455], [-3.377, 2.344, 4.220], [-7.460, -4.510, -2.134], [1.555, -2.840, 1.299], [0.672, 5.385, 0.874], [1.331, 2.377, -2.427], [-2.417, -1.144, -4.752], [1.321, -5.101, 2.179], [-3.671, 3.292, 4.649], [2.767, -4.561, -1.355], [-0.729, -2.823, -0.716], [1.421, -1.482, -3.745], [2.491, -1.433, -1.313], [4.016, -2.368, -3.858], [-3.864, 1.150, 4.752], [5.502, -0.772, -1.268], [-3.848, -0.973, 4.612], [-5.443, -4.204, -2.803], [-2.340, 0.791, -6.180], [0.892, -1.548, -2.793], [-7.432, -2.545, -0.629], [0.225, 4.635, -0.198], [7.473, -1.127, -2.689], [0.346, -0.607, -2.697], [5.388, -1.284, -2.217], [2.640, -5.847, -0.849], [3.051, -2.717, -4.206], [-2.441, -2.222, -4.659], [0.287, 7.092, 0.964], [0.064, 2.460, -1.435], [-5.447, -5.063, -3.464], [-0.057, -2.740, -2.779], [1.659, 3.420, -2.951], [0.526, 3.286, -0.259], [6.505, -1.482, -3.019], [4.132, -1.731, -2.624], [6.378, -2.125, -4.241], [-1.802, -1.689, 1.527], [2.108, -6.049, 0.419], [-2.079, 1.113, 2.541], [-1.812, -3.577, -1.848], [-1.158, -2.715, -1.718], [1.665, -0.791, 3.367], [-2.283, 1.224, -7.171], [-2.605, -0.076, 3.104], [1.688, 3.451, 1.831], [-5.411, -2.012, -1.120], [2.363, -3.455, -0.609], [-2.562, -1.019, -1.601], [-2.313, -1.234, -6.891], [5.132, -2.567, -4.661], [7.247, -2.279, -4.867], [1.405, 4.803, 1.892], [-2.400, 1.611, -5.064], [-4.266, -2.308, -1.859], [-2.464, -0.335, -3.619], [0.514, -3.666, -2.650], [0.708, -0.489, 2.752], [-4.971, 1.199, 6.100], [-2.391, 2.687, -5.178], [2.964, -6.693, -1.443], [1.714, -4.960, 1.180], [-2.512, 2.322, 3.157], [-3.434, -3.692, -3.288], [-0.348, 5.102, -0.988]],
  "total_charge": -1,
  "fmax_ha_per_bohr": 0.022,
  "energy_ev": -132359.5332
}


Entry 7:
{
  "formula": "C3H5IO2",
  "method": "ωB97M-V with the def2-TZVPD basis set",
  "species": ["C", "C", "O", "H", "H", "I", "O", "H", "H", "H", "C"],
  "positions_angstrom": [[-1.076, -0.081, 0.111], [-1.446, -0.683, -1.004], [0.760, 1.060, 1.466], [-1.604, -0.142, 1.188], [0.524, 1.169, -0.599], [3.127, 0.037, -0.401], [1.336, -0.557, 0.013], [-0.786, -0.542, -1.858], [-2.456, -1.156, -1.124], [1.228, 0.421, 1.997], [0.392, 0.473, 0.211]],
  "fmax_ha_per_bohr": 0.074,
  "energy_ev": -15385.1210
}


Entry 8:
{
  "formula": "C4H12O2",
  "method": "ωB97M-V with the def2-TZVPD basis set",
  "species": ["O", "H", "H", "H", "C", "H", "C", "H", "H", "H", "C", "H", "H", "H", "C", "O", "H", "H"],
  "positions_angstrom": [[2.898, 0.131, -0.909], [-0.713, -2.292, -0.738], [3.659, -0.389, -0.662], [-1.856, -1.354, 1.218], [-0.164, -0.406, 0.148], [-2.669, 2.480, -0.760], [-0.761, -1.029, 1.390], [-1.235, 2.355, -0.016], [-0.113, -1.855, 1.549], [0.768, -1.469, -1.467], [-0.178, -1.363, -0.979], [-0.762, -0.305, 2.155], [-0.755, -1.017, -1.849], [0.927, 1.622, -0.239], [0.366, 0.822, 0.294], [-1.992, 2.897, -0.206], [0.452, 1.242, 1.280], [2.127, -0.071, -0.208]],
  "fmax_ha_per_bohr": 0.068,
  "energy_ev": -8435.8584,
  "smiles": "C=C(C)C.O.O"
}


Entry 9:
{
  "formula": "C2H7NO3",
  "method": "ωB97M-V with the def2-TZVPD basis set",
  "species": ["H", "C", "C", "H", "O", "O", "H", "H", "H", "O", "H", "N", "H"],
  "positions_angstrom": [[2.560, 2.313, -0.319], [0.785, 1.628, 0.099], [0.795, 0.414, -0.838], [-2.497, -2.208, 1.744], [-2.690, -2.705, 0.941], [1.661, 2.614, -0.154], [0.039, -1.474, -0.528], [0.068, 0.689, -1.613], [1.747, 0.490, -1.381], [0.034, 1.668, 1.030], [0.063, -0.530, 0.730], [0.618, -0.792, -0.085], [-3.182, -2.106, 0.374]],
  "fmax_ha_per_bohr": 0.036,
  "energy_ev": -9819.8742,
  "smiles": "NCC(=O)O.O"
}


Entry 10:
{
  "formula": "CH6BrMnO2",
  "method": "ωB97M-V with the def2-TZVPD basis set",
  "species": ["H", "H", "H", "H", "H", "Br", "O", "O", "C", "H", "Mn"],
  "positions_angstrom": [[5.334, -1.334, -2.462], [5.630, -2.707, -4.875], [4.054, -1.636, -3.556], [5.358, -0.570, -4.182], [5.374, -0.840, -7.772], [4.139, -2.613, -6.831], [5.523, -0.019, -8.261], [5.902, -2.540, -3.964], [5.130, -1.405, -3.526], [4.804, 0.565, -7.996], [1.657, -2.728, -6.099]],
  "total_charge": 1,
  "fmax_ha_per_bohr": 0.058,
  "energy_ev": -106582.1771,
  "spin_multiplicity": 6
}


Entry 11:
{
  "formula": "C5H8N2O",
  "method": "ωB97M-V with the def2-TZVPD basis set",
  "species": ["C", "C", "N", "H", "N", "H", "H", "H", "C", "C", "O", "C", "H", "H", "H", "H"],
  "positions_angstrom": [[0.705, 0.604, 0.679], [-0.220, 0.779, -0.479], [-0.406, -0.779, -0.712], [1.243, -2.297, -0.925], [0.778, -1.418, -0.275], [-2.416, 1.299, -0.976], [2.429, -0.866, 0.923], [1.259, 1.615, 1.147], [1.712, -0.425, 0.105], [-1.603, 1.027, -0.223], [-2.363, -1.434, 0.507], [-1.761, -0.541, -0.092], [0.132, -0.126, 1.633], [-1.868, 1.376, 0.684], [-0.022, 1.418, -1.296], [2.403, -0.232, -0.700]],
  "fmax_ha_per_bohr": 0.122,
  "energy_ev": -10337.3174,
  "smiles": "O=C1C[C@H]2CCNN12"
}


Entry 12:
{
  "formula": "C6H13BeO4",
  "method": "ωB97M-V with the def2-TZVPD basis set",
  "species": ["C", "C", "C", "H", "O", "O", "H", "H", "H", "H", "C", "H", "O", "H", "H", "C", "H", "H", "C", "Be", "H", "H", "H", "O"],
  "positions_angstrom": [[0.282, 1.606, 0.998], [1.463, 1.007, 1.745], [-0.226, 0.710, -2.513], [0.530, 1.268, -3.104], [-1.217, -1.859, 0.085], [1.723, -0.277, 1.274], [-0.062, 2.615, 1.254], [0.100, -2.975, 1.115], [2.342, 1.687, 1.668], [-0.800, 0.555, 1.098], [-0.303, -2.950, 0.084], [0.746, -3.002, -0.262], [0.505, 1.402, -0.365], [-0.600, -3.387, -0.885], [-0.227, -1.156, 1.163], [-0.581, 1.550, -1.284], [1.179, 0.991, 2.818], [-1.480, 1.151, -0.786], [-1.285, -0.922, 1.127], [1.047, -0.204, -0.512], [-0.729, 2.613, -1.527], [-1.133, 0.674, -3.147], [-1.492, -0.533, 2.127], [0.220, -0.565, -2.173]],
  "fmax_ha_per_bohr": 0.117,
  "energy_ev": -15015.3283,
  "spin_multiplicity": 2
}